No. 1
The following is a quantum chemistry calculation of a structure of composition C19H56FeO13S, from the OMol25 dataset.

```
90
Properties=species:S:1:pos:R:3:lowdin_charge:R:1
Fe -0.60532 -1.22829 -2.00701 1.17
S -0.31508 -0.19703 0.41993 0.41
O 0.43296 -1.11014 -0.41875 -0.31
O -0.69012 -0.86748 1.62792 -0.24
O 0.33933 1.07672 0.67512 -0.27
O -1.36908 -0.16311 -0.59872 -0.32
C 1.29228 2.29319 3.64827 -0.16
O 1.82224 2.36171 2.38264 -0.12
H 0.27265 1.91244 3.58908 0.06
H 1.90882 1.58067 4.19624 0.07
H 1.28761 3.23842 4.19104 0.09
H 1.32556 1.85450 1.73640 0.00
C -4.04365 -1.56327 2.57100 -0.18
O -3.32464 -1.47760 1.41984 -0.12
H -3.57764 -2.25176 3.27592 0.08
H -4.01826 -0.60925 3.09760 0.06
H -5.07418 -1.88153 2.41347 0.09
H -2.40230 -1.28416 1.60280 0.01
C -0.58960 -3.90172 -0.49575 -0.02
O -1.18920 -3.05831 -1.52778 -0.16
H -0.39018 -4.88612 -0.91919 0.10
H 0.37874 -3.53463 -0.15565 0.08
H -1.36261 -4.07662 0.25257 0.12
H -1.84026 -3.61328 -1.96334 0.13
C -3.71892 -1.39156 -3.42807 -0.07
O -2.71673 -1.08371 -2.47746 -0.17
H -4.47974 -2.07459 -3.05028 0.10
H -4.26084 -0.47665 -3.66763 0.10
H -3.26689 -1.77073 -4.34458 0.10
H -3.24660 -0.66259 -1.79665 0.11
C 3.95581 1.76096 -0.23434 -0.01
C 2.99625 2.54849 -1.14502 -0.45
C 3.57127 2.89150 -2.48493 -0.05
O 1.72310 1.89555 -1.33111 -0.08
H 4.13549 0.78001 -0.67430 0.05
H 3.50998 1.57389 0.74257 0.07
H 4.89054 2.28280 -0.02932 0.09
H 2.68443 3.50064 -0.71574 0.14
H 3.95760 1.98744 -2.95559 0.08
H 4.34601 3.64137 -2.32500 0.09
H 2.80699 3.36318 -3.10259 0.07
H 1.33829 1.69480 -0.47483 0.02
C 2.91667 -3.35982 -3.37993 -0.02
C 2.26727 -2.56351 -2.21644 -0.43
C 3.24971 -1.84581 -1.33678 -0.04
O 1.33896 -1.63957 -2.80771 -0.09
H 2.20598 -3.98960 -3.91511 0.09
H 3.73849 -3.96393 -2.99552 0.10
H 3.28476 -2.66849 -4.13800 0.09
H 1.82228 -3.34777 -1.60405 0.12
H 3.92180 -2.56430 -0.86757 0.10
H 2.86723 -1.38699 -0.42503 0.07
H 3.81815 -1.06211 -1.83757 0.09
H 1.77493 -1.41357 -3.63261 0.12
C -2.54549 2.06232 3.10548 -0.04
C -2.40053 2.72799 1.74495 -0.48
C -3.33063 3.94158 1.50810 -0.05
O -1.07559 3.15183 1.39900 -0.05
H -3.50646 1.56447 3.23507 0.07
H -2.39161 2.82249 3.87136 0.09
H -1.81663 1.25797 3.20494 0.06
H -2.74338 1.98703 1.02279 0.11
H -4.39704 3.80082 1.68440 0.08
H -3.15365 4.38963 0.53034 0.07
H -3.04406 4.74580 2.18574 0.08
H -0.61118 2.35694 1.12686 0.00
C -1.69076 2.41522 -2.25225 -0.01
C -1.15683 1.55003 -3.43667 -0.42
C -0.43827 2.44000 -4.47036 -0.02
O -0.24212 0.64896 -2.86370 -0.11
H -0.91260 2.76657 -1.57467 0.09
H -2.36039 1.80885 -1.64230 0.06
H -2.21015 3.28757 -2.64888 0.09
H -2.00094 1.08191 -3.94308 0.13
H -0.06453 1.92209 -5.35364 0.08
H 0.47879 2.86033 -4.05754 0.08
H -1.11193 3.25779 -4.72631 0.09
H 0.44817 1.21980 -2.51839 0.07
C 1.64424 -1.36918 3.73947 -0.04
C 0.82982 -2.69200 3.67746 -0.49
C 1.12703 -3.58197 4.81092 -0.07
O -0.54729 -2.28788 3.73759 -0.06
H 1.20350 -0.64124 4.42060 0.08
H 1.65626 -0.83635 2.78866 0.05
H 2.65185 -1.61668 4.07348 0.08
H 1.07531 -3.20749 2.74897 0.12
H 0.48683 -4.46123 4.88269 0.09
H 0.89807 -3.04422 5.73097 0.09
H 2.17682 -3.83599 4.95756 0.09
H -0.62499 -1.76246 2.93792 -0.01
```

The calculation puts the electronic energy at -3397.198377 hartree. Its expectation value of S² is 8.757. Its multiplicity is 6. Its total charge is +1.

No. 2
The following is a quantum chemistry calculation of a cluster of 7 separate species, C17H46FN15O11S2 in total, from the OMol25 dataset.

```
92
Properties=species:S:1:pos:R:3:lowdin_charge:R:1
C 4.87881 0.42848 1.50685 -0.17
C 3.31776 0.60228 1.39304 -0.54
S 2.57977 -0.40880 0.03175 0.83
C 0.77651 -0.69655 0.40988 -0.42
C -0.01054 0.64406 0.74186 -0.31
C -0.89413 0.31274 2.03679 -0.03
N -1.38447 1.66612 2.52262 0.04
C -2.12532 1.37145 3.81488 -0.67
O -1.79818 1.87729 4.89102 0.02
O -3.10649 0.52476 3.76758 -0.04
C -2.37994 2.11796 1.49217 -0.17
C -3.27846 3.32328 1.94918 -0.19
N -2.57223 4.34260 2.74661 0.01
C -1.72184 2.32534 0.04739 -0.20
C -0.98271 3.70495 -0.12508 -0.16
O 0.44818 3.64535 -0.00198 -0.23
C 0.96664 4.60987 0.92440 -0.10
N -0.94469 1.10721 -0.31064 -0.11
S -0.30438 1.13532 -1.86772 0.72
O -1.13615 2.01420 -2.70505 -0.30
O -0.30009 -0.17987 -2.51168 -0.27
F 1.22257 1.68719 -1.96830 -0.17
H 5.24016 1.15232 2.29044 0.06
H 5.32166 0.77361 0.52812 0.07
H 5.17925 -0.61169 1.79400 0.06
H 2.80238 0.31267 2.36144 0.08
H 3.03924 1.68797 1.21813 0.06
H 0.27895 -1.35108 -0.34508 0.06
H 0.79105 -1.29534 1.37003 0.07
H 0.75139 1.39341 1.08730 0.12
H -0.19820 -0.10756 2.80745 0.16
H -1.73133 -0.38514 1.79658 0.16
H -0.59363 2.30842 2.65218 0.18
H -3.07949 1.23981 1.35430 0.17
H -4.18517 2.93022 2.50716 0.13
H -3.70498 3.78560 1.00592 0.12
H -3.10905 5.21440 2.78888 0.08
H -2.35700 4.02544 3.69455 0.06
H -2.60981 2.35302 -0.65247 0.13
H -1.20312 4.06158 -1.17867 0.13
H -1.35217 4.52654 0.54924 0.12
H 0.42656 4.65307 1.90804 0.09
H 2.02932 4.28826 1.15465 0.09
H 1.05397 5.59850 0.39616 0.10
N 4.03910 -1.58066 5.51655 0.16
C 4.26387 -0.25245 5.33035 -0.68
N 3.67045 0.56373 6.24458 0.15
O 4.94543 0.17414 4.41109 0.01
H 3.48260 -1.95336 6.26296 0.10
H 4.46106 -2.21519 4.85729 0.10
H 3.81455 1.55251 6.13767 0.10
H 3.10665 0.23331 7.00539 0.09
N -0.83255 -4.43948 -1.21728 0.17
C -1.11573 -4.23049 0.09071 -0.67
N -1.79348 -5.24336 0.69645 0.15
O -0.78855 -3.20926 0.68433 0.00
H -1.09327 -5.27089 -1.72188 0.05
H -0.33264 -3.71268 -1.69963 0.11
H -2.02234 -5.12539 1.66783 0.10
H -2.07033 -6.08639 0.22862 0.09
N -2.50827 -8.28292 -4.33363 0.15
C -1.76102 -7.15050 -4.24552 -0.67
N -1.35656 -6.63767 -5.43628 0.16
O -1.47484 -6.63321 -3.17585 0.01
H -2.75416 -8.72332 -5.20033 0.10
H -2.82555 -8.69115 -3.47179 0.11
H -0.80170 -5.79940 -5.40994 0.11
H -1.57996 -7.04569 -6.32461 0.10
N 7.12067 -4.79755 1.33858 0.15
C 6.61181 -3.76826 2.07107 -0.70
N 7.54158 -2.91249 2.57967 0.15
O 5.41606 -3.62327 2.25725 0.02
H 8.10008 -4.93470 1.17336 0.09
H 6.46363 -5.44944 0.94682 0.10
H 7.20228 -2.13837 3.12613 0.10
H 8.52923 -3.01286 2.43856 0.09
N -4.99705 2.52168 -2.75078 0.17
C -5.02800 3.79328 -2.27090 -0.68
N -6.15991 4.48884 -2.56387 0.15
O -4.10796 4.27551 -1.62605 0.02
H -5.73993 2.10711 -3.28203 0.10
H -4.17358 1.97648 -2.55593 0.10
H -6.21784 5.43342 -2.22528 0.11
H -6.92549 4.11272 -3.09123 0.09
N -2.41394 2.91546 -7.36833 0.14
C -1.69071 1.91864 -6.77892 -0.70
N -1.25633 2.19740 -5.52291 0.15
O -1.45503 0.86060 -7.34029 0.02
H -2.61940 3.79188 -6.92662 0.09
H -2.75299 2.74659 -8.29888 0.10
H -0.72006 1.48772 -5.05427 0.09
H -1.44056 3.06009 -5.04616 0.09
```

The calculation puts the electronic energy at -3220.730025 hartree. Its SMILES is CCSC[C@@H]1C[N@H+](C(=O)[O-])[C@@H](CN)[C@@H](COC)N1S(=O)(=O)F.NC(N)=O.NC(N)=O.NC(N)=O.NC(N)=O.NC(N)=O.NC(N)=O.

No. 3
The following is a quantum chemistry calculation of a structure of composition C28H29ClPRuSi, from the OMol25 dataset.

```
61
Properties=species:S:1:pos:R:3:lowdin_charge:R:1
C -1.03920 -1.86173 0.94816 -0.20
C -0.91662 -1.77226 -0.48093 -0.21
C 0.45030 -2.07469 -0.82823 -0.19
H -1.70930 -1.50244 -1.16882 0.08
C 1.16927 -2.32535 0.39145 -0.17
C 0.24635 -2.21298 1.48338 -0.19
H 0.47133 -2.39852 2.52842 0.11
H -1.94638 -1.69844 1.51956 0.12
H 0.85759 -2.10082 -1.83515 0.08
H 2.22199 -2.57622 0.47047 0.11
Ru 0.33620 -0.21692 0.54210 0.94
Cl 0.85581 1.82965 -0.23229 -0.07
P 0.10343 0.33223 -3.73614 1.24
C 1.19876 -0.74399 -4.73906 -0.37
C 0.77834 -1.45888 -5.87181 -0.06
H -0.26679 -1.43388 -6.18192 0.11
C 1.70412 -2.19841 -6.61406 -0.05
H 1.37129 -2.73106 -7.50720 0.12
C 3.04399 -2.25225 -6.21831 -0.04
H 3.76618 -2.82262 -6.80622 0.12
C 3.45900 -1.57654 -5.06250 -0.06
H 4.50238 -1.62230 -4.74515 0.12
C 2.54257 -0.83957 -4.31490 -0.09
H 2.85606 -0.32040 -3.40658 0.11
C -1.54051 -0.09356 -4.43412 -0.36
C -2.16551 -1.24861 -3.91786 -0.10
H -1.65607 -1.84364 -3.15830 0.09
C -3.41881 -1.63800 -4.38415 -0.05
H -3.89974 -2.52234 -3.96178 0.12
C -4.05152 -0.90080 -5.39450 -0.04
H -5.02378 -1.22113 -5.77473 0.12
C -3.43597 0.24284 -5.91161 -0.05
H -3.91999 0.81723 -6.70396 0.12
C -2.19624 0.66259 -5.41886 -0.06
H -1.73814 1.57155 -5.80947 0.11
C 0.41707 1.97295 -4.49625 -0.36
C 1.12785 2.16588 -5.69164 -0.06
H 1.57222 1.31652 -6.21116 0.11
C 1.26198 3.45178 -6.22472 -0.05
H 1.79759 3.58863 -7.16636 0.12
C 0.71394 4.55315 -5.56033 -0.04
H 0.81205 5.55441 -5.98533 0.12
C 0.04352 4.37107 -4.34308 -0.05
H -0.37895 5.22835 -3.81572 0.12
C -0.08691 3.09401 -3.80159 -0.09
H -0.57569 2.94842 -2.83686 0.09
C -1.55622 1.10383 5.99650 -0.19
Si 0.01869 0.42053 5.23749 0.43
C 1.57224 1.10736 6.04355 -0.19
C 0.00507 -1.45211 5.47414 -0.19
C 0.03495 0.83155 3.44632 -0.11
C 0.18086 0.49950 2.23851 -0.37
H -1.52570 1.08809 7.09369 0.04
H -2.42126 0.51226 5.66693 0.03
H -1.71043 2.13706 5.66169 0.03
H 1.49616 1.07838 7.13802 0.04
H 2.45921 0.53115 5.74625 0.03
H 1.73516 2.14726 5.73227 0.03
H -0.88495 -1.89591 5.00766 0.03
H 0.89161 -1.92054 5.02582 0.03
H -0.00894 -1.69814 6.54479 0.04
```

The calculation puts the electronic energy at -2269.922029 hartree. Its expectation value of S² is 6.065. Its multiplicity is 5. Its total charge is +1.

No. 4
The following is a quantum chemistry calculation of a structure of composition C36H57BF3N15NbO8, from the OMol25 dataset.

```
121
Properties=species:S:1:pos:R:3:lowdin_charge:R:1
C 7.60840 2.16707 1.48807 0.00
C 6.98822 1.71396 2.77681 -0.50
O 7.52753 0.97787 3.54817 0.13
O 5.76622 2.28327 3.04312 0.04
C 4.69013 1.40359 3.27526 -0.56
O 4.78367 0.25057 2.95453 0.08
C 3.52666 2.08396 3.86851 -0.21
Nb 1.75746 2.32380 2.38920 1.75
C 1.65774 4.54516 3.00466 -0.28
O 1.13888 4.83705 4.33627 -0.18
N 2.10035 5.07418 5.23424 -0.07
O 1.63929 5.25820 6.31535 -0.02
C 3.15136 2.95184 0.71634 -0.21
C 3.82286 1.96106 -0.17535 -0.52
O 5.03534 1.81082 -0.09720 0.04
N 3.08540 1.26281 -1.17536 -0.15
C 3.99308 0.84672 -2.25210 -0.10
C 2.44888 0.05690 -0.61615 -0.11
B -0.05098 2.52800 0.89319 -0.72
O 0.19440 2.37572 -0.48061 0.00
O -1.34186 2.85922 1.27169 0.05
C 0.15912 1.81829 4.00658 -0.63
F -0.46112 0.60523 3.73598 -0.03
F 0.63578 1.67199 5.28758 0.00
F -0.89020 2.69443 4.12489 -0.01
H 7.81912 1.29656 0.87127 0.10
H 6.94085 2.82473 0.93914 0.06
H 8.53536 2.69978 1.71539 0.08
H 3.82466 3.08874 4.17905 0.04
H 3.25414 1.50192 4.75146 0.06
H 1.93476 0.53721 2.14865 -0.03
H 2.69578 4.88661 2.95375 -0.01
H 1.07246 5.12383 2.28480 0.06
H 2.58676 3.62713 0.05930 0.05
H 3.95175 3.52696 1.18985 0.06
H 3.37334 0.39088 -3.02921 0.08
H 4.71112 0.08741 -1.92381 0.08
H 4.51109 1.70490 -2.67454 0.08
H 2.20764 -0.63720 -1.41736 0.05
H 3.09605 -0.42712 0.12483 0.09
H 1.51163 0.30228 -0.12060 0.03
H 0.33530 3.24100 -0.90153 0.02
H -1.66869 3.67665 0.87271 0.10
C -2.09758 0.80510 -2.33728 -0.08
C -0.95802 -0.09803 -2.36155 -0.26
N -0.07186 -0.83082 -2.38167 0.15
H -1.82574 1.72052 -1.81363 0.06
H -2.39810 1.03116 -3.36095 0.07
H -2.93112 0.34380 -1.81560 0.05
C 2.49734 4.87345 9.25895 -0.08
C 3.47364 5.26245 10.26943 -0.29
N 4.23920 5.56997 11.07130 0.10
H 2.43860 5.62712 8.47981 0.06
H 2.78840 3.92942 8.80359 0.09
H 1.51908 4.75917 9.72214 0.08
C -2.56788 -0.74080 1.69776 -0.06
C -3.24089 0.33350 0.98375 -0.27
N -3.77303 1.19280 0.43422 0.13
H -3.16938 -1.65032 1.66843 0.02
H -1.60498 -0.94180 1.22879 0.09
H -2.39398 -0.43895 2.72911 0.08
C -4.95820 -4.75431 -0.36808 -0.09
C -4.06424 -4.25490 0.67108 -0.25
N -3.35302 -3.86052 1.48471 0.14
H -5.15084 -3.97317 -1.10073 0.09
H -4.49623 -5.59905 -0.86450 0.04
H -5.89940 -5.07380 0.07115 0.08
C 7.17370 5.77996 2.54583 -0.05
C 5.78458 5.77432 2.97739 -0.24
N 4.69429 5.76892 3.34172 0.17
H 7.44263 4.79936 2.16202 0.06
H 7.31665 6.51555 1.75830 0.04
H 7.81547 6.02202 3.39191 0.09
C -4.51234 -7.53046 -4.12513 -0.10
C -5.43643 -7.15033 -3.06831 -0.28
N -6.15238 -6.85096 -2.21767 0.14
H -3.99135 -6.65213 -4.50134 0.07
H -3.79224 -8.24308 -3.73883 0.03
H -5.05842 -7.99048 -4.94556 0.08
C -0.55036 3.66011 -4.20931 -0.06
C 0.27508 4.21833 -3.14956 -0.25
N 0.93043 4.65930 -2.31397 0.17
H -0.58164 4.34750 -5.05239 0.08
H -0.13156 2.70868 -4.53307 0.09
H -1.56094 3.49957 -3.83840 0.08
C -2.55729 5.43205 5.03178 -0.06
C -2.91073 6.38864 3.99159 -0.29
N -3.18963 7.14823 3.17368 0.11
H -1.72707 5.81571 5.62190 0.08
H -3.41530 5.26478 5.68080 0.08
H -2.25793 4.48603 4.58364 0.06
C -3.72882 -9.83110 -0.34971 -0.06
C -3.86258 -10.19835 -1.75303 -0.27
N -3.97239 -10.46427 -2.86692 0.14
H -4.70612 -9.85148 0.12813 0.09
H -3.06636 -10.53191 0.15421 0.08
H -3.31635 -8.82700 -0.26943 0.08
C -0.49049 -9.02050 -4.87992 -0.07
C -1.30865 -8.07154 -5.62344 -0.28
N -1.95442 -7.31665 -6.20241 0.14
H -1.01578 -9.97010 -4.79383 0.08
H 0.45436 -9.17643 -5.39648 0.08
H -0.29043 -8.63116 -3.88351 0.08
C -8.42268 -6.41168 -5.44935 -0.07
C -7.19117 -5.64647 -5.58972 -0.29
N -6.21301 -5.05093 -5.69734 0.15
H -8.18916 -7.44637 -5.20457 0.08
H -9.03327 -5.99139 -4.65333 0.09
H -8.98395 -6.38253 -6.38130 0.07
C 8.70510 9.59588 0.33331 -0.07
C 8.33210 8.28668 -0.18623 -0.28
N 8.03739 7.25176 -0.59155 0.14
H 7.82452 10.23232 0.39323 0.08
H 9.13574 9.48922 1.32708 0.08
H 9.43716 10.05890 -0.32519 0.08
C -10.13927 -8.73841 -8.97930 -0.07
C -11.04965 -8.36177 -7.90493 -0.29
N -11.75907 -8.05946 -7.05224 0.13
H -9.61464 -7.85785 -9.34508 0.08
H -9.41222 -9.45951 -8.61112 0.08
H -10.69988 -9.18411 -9.79836 0.08
```

The calculation puts the electronic energy at -3210.392534 hartree. Its total charge is -1.